C4H13NO5 | ωB97M-V with the def2-TZVPD basis set

Element x y z (Å)
C 1.7470 0.9971 -0.8235
C -0.3022 1.0949 0.4612
H 1.6657 1.7395 -1.6283
N 0.9598 -1.0638 0.0124
H -1.4411 1.6982 -0.9963
H 1.5284 -1.5643 -0.5521
H 0.3416 1.5837 1.2817
H -2.8199 -0.5956 -2.2363
C 0.4725 0.2042 -0.4914
O -0.9156 2.1264 -0.2464
O 2.8273 0.5281 -0.5801
O -2.9968 0.4021 -1.8946
H -1.2637 0.5413 0.8805
O -1.1906 -2.1671 0.0347
C -0.0300 -1.8426 0.7547
H -3.5476 0.3537 -1.2101
H -0.4606 -1.1551 1.6647
H 1.7696 0.5527 1.5848
H 2.8380 0.1142 2.3486
H -0.1719 0.0287 -1.5171
H 0.4684 -2.8524 0.9610
O 2.1684 0.5869 2.4425
H -1.6469 -1.3109 -0.2505

The value obtained for the HOMO energy is -9.643 eV. The net charge is 0. The gap between HOMO and LUMO comes out at 9.60 eV.

Atomic charges from the Mulliken analysis, expressed in e, are listed below:
1 C -0.263
2 C -0.042
3 H 0.383
4 N -0.055
5 H 0.322
6 H 0.182
7 H 0.221
8 H 0.343
9 C -0.325
10 O -0.528
11 O -0.439
12 O -0.638
13 H 0.215
14 O -0.550
15 C -0.419
16 H 0.305
17 H 0.280
18 H 0.331
19 H 0.219
20 H 0.395
21 H 0.324
22 O -0.614
23 H 0.353

C29H41IrN2O3P2 | ωB97M-V with the def2-TZVPD basis set

Element x y z (Å)
C -3.2526 2.4319 1.1656
P 1.6080 -0.9737 -1.0669
C -2.8536 -2.3465 -1.1269
H 2.5032 3.7246 1.4992
C 2.0597 -3.4257 -2.5708
N 1.5943 -1.0646 3.1508
H -0.5194 4.6720 1.7235
C -1.7928 -2.9197 -0.3481
H -3.2949 2.8441 2.1637
H -3.1097 -2.6131 -2.1421
H 4.6890 -1.6849 -1.6601
H 4.1212 -0.5842 0.6437
O 2.0427 -0.2680 2.2709
H -1.8640 0.6765 5.0202
C 4.2603 -0.8273 -2.1764
H 4.7804 0.8586 -0.1342
H 1.9641 -4.5118 -2.4919
C -2.0639 1.2750 -0.5938
H -3.2200 0.8789 -2.3664
H 1.4922 3.5090 2.9196
H -1.5244 -0.3236 3.6116
C 3.8637 0.2908 0.0457
C -2.8041 -1.3887 0.9444
C 1.1556 -0.4038 -3.7956
C 0.6826 -0.3094 -2.4960
C -4.3506 1.9891 -0.9288
H -2.0355 3.5817 3.5029
C 2.7702 -3.3008 -0.1178
O 0.5182 -1.6956 2.8335
H -0.6722 2.0233 -5.2954
C -0.1333 4.2394 0.7990
H -2.8331 0.8852 3.5622
C 3.2428 -0.1012 -1.2954
H -5.2321 2.0391 -1.5561
C -1.7000 -2.2555 0.9219
H -4.3281 -0.8184 -0.6250
C 0.6350 0.3843 -4.8170
H 0.7966 -3.1240 -0.8898
H 3.7933 -3.3185 -0.4888
H 2.9392 0.8122 -1.8104
C -0.8300 1.4571 -3.2471
H 3.1897 0.9043 0.6382
H 1.3434 -3.0876 -3.3195
C 1.7769 3.0569 1.9682
H 0.9034 2.5063 0.0835
H -1.2680 -2.7100 1.8053
H 3.0704 -3.2169 -2.9230
H -0.3346 3.8293 3.8833
H 2.5113 -4.3189 0.1768
O 2.1332 -1.2337 4.2124
C -4.3731 2.5316 0.3500
H 1.0178 0.2864 -5.8245
H -0.9593 4.1513 0.0923
H 3.8514 -1.1608 -3.1288
H 2.7411 -2.6847 0.7852
C -3.2112 1.3647 -1.4002
C -2.0990 1.8032 0.7191
N -0.9072 0.5885 -0.9512
C 1.7934 -2.8077 -1.1987
H -3.1350 -0.8154 1.8006
P -0.5578 1.5529 1.6500
C -0.8263 1.7398 3.4551
C -0.4004 0.5771 -2.2185
C -3.4714 -1.4176 -0.3519
H -5.2662 3.0205 0.7190
H 2.2662 2.1083 2.1765
H -1.3946 3.0573 5.0527
H -1.5352 2.2413 -3.0133
H 1.9716 -1.0774 -4.0218
Ir 0.0864 -0.6691 0.8099
H 5.0792 -0.1396 -2.3985
H 0.1611 1.4659 3.8427
C -1.1675 3.1366 3.9871
C -1.8240 0.6773 3.9298
C 0.5630 2.8995 1.0465
H 0.5891 4.9463 0.3827
H -1.2109 -3.7848 -0.6389
C -0.3287 1.3465 -4.5239

The spin multiplicity is 6. The value obtained for the HOMO energy (spin up / spin down) is -9.920 / -11.359 eV. The net charge is +1. The gap between HOMO and LUMO (spin up / spin down) comes out at 7.71 / 6.22 eV.

Atomic charges from the Mulliken analysis, expressed in e, are listed below:
1 C -1.199
2 P 0.266
3 C -0.836
4 H 0.478
5 C -1.632
6 N 0.795
7 H 0.230
8 C -0.684
9 H 0.155
10 H 0.514
11 H 0.286
12 H 0.285
13 O -0.388
14 H 0.561
15 C -1.484
16 H 0.558
17 H 0.443
18 C -0.600
19 H 0.589
20 H 0.266
21 H 0.177
22 C -1.146
23 C -0.364
24 C -0.666
25 C 0.419
26 C -0.844
27 H 0.144
28 C -1.399
29 O -0.578
30 H 0.431
31 C -1.462
32 H 0.257
33 C 0.558
34 H 0.462
35 C -0.881
36 H 0.722
37 C -1.050
38 H -0.531
39 H 0.368
40 H 0.639
41 C -0.885
42 H -0.074
43 H 0.371
44 C -1.502
45 H -0.026
46 H 0.956
47 H 0.292
48 H 0.253
49 H 0.393
50 O -0.655
51 C -0.950
52 H 0.465
53 H 0.270
54 H 0.288
55 H 0.178
56 C -0.234
57 C 0.388
58 N 0.723
59 C 1.514
60 H 0.591
61 P 0.826
62 C 0.408
63 C -0.337
64 C -0.511
65 H 0.466
66 H 0.262
67 H 0.511
68 H 0.607
69 H 0.359
70 Ir 2.603
71 H 0.463
72 H 0.452
73 C -1.290
74 C -1.344
75 C 1.085
76 H 0.501
77 H 0.665
78 C -0.942

C4H11NOS2 | ωB97M-V with the def2-TZVPD basis set

Element x y z (Å)
H 0.3438 1.6496 -1.9632
H -0.4188 -3.7021 -1.1032
H 0.2819 0.0428 1.7407
S -1.1809 1.5921 0.1506
H 1.0760 -3.5776 -0.6284
H -0.9544 -1.4907 -0.5511
H -0.2793 -0.0359 -1.8847
H 1.9060 -1.5437 0.4230
O 0.2067 -0.8748 1.5717
C 0.1746 -1.8039 -0.7323
H 1.1030 -0.1294 -0.1069
H 1.6595 -1.9342 -2.2555
C -0.5444 1.0796 -1.6492
C 0.9101 -1.1133 0.2919
N 0.1002 -3.2828 -0.3796
C 0.6394 -1.4781 -2.0586
H -1.4387 1.3190 -2.3156
H -0.0945 -1.7093 -2.8399
S 0.3923 2.2194 1.5030

The value obtained for the HOMO energy is -7.535 eV. The net charge is 0. The gap between HOMO and LUMO comes out at 4.04 eV.

Atomic charges from the Mulliken analysis, expressed in e, are listed below:
1 H 0.333
2 H 0.290
3 H 0.202
4 S 0.071
5 H 0.330
6 H 0.287
7 H 0.022
8 H 0.264
9 O -0.482
10 C 0.284
11 H 0.331
12 H 0.338
13 C -0.529
14 C -0.548
15 N -0.630
16 C -0.986
17 H 0.376
18 H 0.390
19 S -0.341

Taking the records one at a time from the top gives energy above the lowest of the compared OMol25 structures with the same formula, charge and spin values of 4.9927; 0.0859; 7.3404 eV.